[1]
Formula: C29H63N3O4
Source: the Open Molecules 2025 dataset
Level of theory: ωB97M-V/def2-TZVPD

Atoms and positions in Å:
C (3.07292, 0.73601, -2.91152)
C (2.73018, 2.30692, -2.62467)
C (1.86464, 2.91576, -3.71211)
C (4.08554, 3.03749, -2.51538)
C (4.69878, 3.12105, -1.12575)
C (3.75061, 3.57580, -0.04005)
C (2.51082, 2.61153, -0.01395)
C (2.78124, 1.26321, 0.76107)
C (1.44998, 3.38538, 0.70130)
N (1.96111, 2.32580, -1.36874)
O (0.77527, 1.84779, -1.43065)
H (2.26482, 0.03819, -3.03416)
H (3.73814, 0.33764, -2.09104)
H (3.73277, 0.62154, -3.78788)
H (2.33420, 2.96900, -4.73948)
H (1.64765, 3.91928, -3.41997)
H (0.85650, 2.45754, -3.79102)
H (4.84010, 2.77398, -3.16611)
H (3.88196, 4.14285, -2.73393)
H (4.98218, 2.07358, -0.97109)
H (5.62281, 3.64676, -1.05427)
H (4.23379, 3.48637, 0.95279)
H (3.52809, 4.63448, -0.27819)
H (3.60652, 0.67644, 0.43420)
H (1.89710, 0.72218, 0.98289)
H (3.06016, 1.52136, 1.69240)
H (1.76595, 3.98033, 1.52967)
H (0.63028, 2.72065, 1.02936)
H (1.05929, 4.12767, 0.04763)
H (0.43781, 2.00688, -0.57470)
C (-4.74863, 0.23595, 3.39924)
C (-3.78196, 0.51069, 2.25145)
C (-3.21933, -0.76118, 1.67042)
C (-2.76563, 1.45591, 2.91580)
C (-1.77280, 2.15032, 1.93782)
C (-2.21370, 2.00974, 0.49072)
C (-3.76484, 2.07995, 0.21635)
C (-4.30211, 3.44290, 0.55425)
C (-3.97906, 1.68609, -1.24343)
N (-4.45485, 1.16452, 1.07120)
O (-5.56453, 0.68518, 0.77270)
H (-4.20634, -0.14720, 4.23056)
H (-5.57303, -0.46371, 3.06089)
H (-5.23023, 1.14165, 3.62172)
H (-2.30865, -0.66725, 1.15280)
H (-3.96086, -1.12579, 0.94920)
H (-3.07075, -1.46509, 2.43186)
H (-3.23468, 2.36579, 3.16340)
H (-2.48396, 1.24210, 3.83127)
H (-1.74383, 3.18065, 2.16666)
H (-0.85913, 1.64036, 2.26448)
H (-1.57751, 2.81262, 0.06052)
H (-1.87667, 1.04504, 0.04332)
H (-4.35617, 3.77312, 1.52798)
H (-5.36215, 3.43242, 0.32128)
H (-3.85948, 4.19208, -0.13089)
H (-3.75133, 0.66269, -1.40085)
H (-3.29892, 2.20677, -1.92150)
H (-4.95639, 1.98067, -1.51701)
H (-5.38008, -0.16694, 0.47953)
C (-1.08041, -3.66940, 2.24798)
C (-0.07883, -3.84194, 0.99323)
C (-1.07242, -3.57154, -0.19615)
C (0.47181, -5.28450, 1.17608)
C (1.68814, -5.48170, 0.24108)
C (2.73443, -4.52231, 0.63424)
C (2.44828, -3.01236, 0.60150)
C (3.26887, -2.31516, 1.67080)
C (2.88694, -2.43471, -0.81179)
N (0.96970, -2.85283, 0.88343)
O (0.73051, -1.63547, 1.15038)
H (-0.62971, -3.72705, 3.22190)
H (-1.86642, -4.40265, 2.39258)
H (-1.54092, -2.71489, 2.08487)
H (-0.60661, -3.66560, -1.16562)
H (-1.65566, -2.66662, -0.30163)
H (-1.87455, -4.33674, -0.22850)
H (0.71721, -5.49822, 2.25165)
H (-0.31773, -5.90480, 0.80363)
H (2.11948, -6.49938, 0.30806)
H (1.52454, -5.22959, -0.80862)
H (3.03130, -4.74927, 1.68165)
H (3.67592, -4.64744, 0.05629)
H (4.27223, -2.73617, 1.69716)
H (2.91907, -2.38542, 2.70187)
H (3.37638, -1.34042, 1.27053)
H (2.33861, -2.93602, -1.63396)
H (3.92601, -2.68749, -1.01226)
H (2.77071, -1.32025, -0.83444)
H (1.59030, -1.28139, 1.28173)
C (-2.34155, -1.34023, -2.80238)
C (-1.04585, -0.57638, -2.26138)
O (-0.13998, -0.10270, -3.27438)
H (-2.13002, -2.21484, -3.46083)
H (-2.89944, -0.62424, -3.44803)
H (-2.97690, -1.70260, -1.99514)
H (-0.47961, -1.22020, -1.59883)
H (-1.41516, 0.35294, -1.79073)
H (0.54771, 0.49605, -2.84435)

Results
- gap between HOMO and LUMO (eV) = 7.4
- energy above the lowest of the compared OMol25 structures with the same formula, charge and spin (kcal/mol) = 158.6
- E_LUMO (eV) = 0.60
- HOMO level (eV) = -6.79
- SMILES = CC1(C)CCCC(C)(C)N1O.CC1(C)CCCC(C)(C)N1O.CC1(C)CCCC(C)(C)N1O.CCO

Charge distribution, Mulliken scheme, values in e:
1 C -1.28
2 C 0.95
3 C -1.64
4 C -1.27
5 C -0.95
6 C -0.81
7 C 0.85
8 C -1.72
9 C -1.71
10 N 0.30
11 O 0.38
12 H 0.35
13 H 0.30
14 H 0.51
15 H 0.31
16 H 0.52
17 H 0.24
18 H 0.52
19 H 0.32
20 H 0.25
21 H 0.48
22 H 0.42
23 H 0.36
24 H 0.65
25 H -0.10
26 H 0.73
27 H 0.43
28 H -0.01
29 H 0.46
30 H 0.38
31 C -2.26
32 C 1.92
33 C -1.23
34 C -2.73
35 C -1.18
36 C 0.05
37 C 2.04
38 C -2.20
39 C -1.65
40 N 0.41
41 O -0.50
42 H 0.44
43 H 0.30
44 H 0.61
45 H 0.03
46 H 0.00
47 H 0.80
48 H 0.60
49 H 1.10
50 H 0.73
51 H 0.18
52 H 1.05
53 H -1.12
54 H 0.39
55 H 0.51
56 H 0.35
57 H 0.24
58 H 0.27
59 H 0.46
60 H 0.39
61 C -1.23
62 C 1.19
63 C -1.27
64 C -1.18
65 C -0.82
66 C -1.42
67 C 1.03
68 C -2.15
69 C -0.91
70 N 0.48
71 O -0.46
72 H 0.55
73 H 0.42
74 H -0.14
75 H 0.50
76 H -0.26
77 H 0.47
78 H 0.33
79 H 0.49
80 H 0.39
81 H 0.36
82 H 0.45
83 H 0.39
84 H 0.42
85 H 0.19
86 H 0.88
87 H 0.47
88 H 0.55
89 H -0.43
90 H 0.70
91 C -1.50
92 C 1.39
93 O -0.73
94 H 0.34
95 H 0.43
96 H 0.28
97 H -0.36
98 H -0.27
99 H 0.21

***

[2]
Formula: C29H64F15N6O19S5
Source: the Open Molecules 2025 dataset
Level of theory: ωB97M-V/def2-TZVPD

Atoms and positions in Å:
C (18.73337, -9.12262, 2.02189)
O (17.46689, -9.27113, 1.29413)
C (17.35401, -8.62783, 0.00767)
C (15.96084, -8.62207, -0.60300)
N (14.92626, -7.92872, 0.36190)
H (15.29821, -6.99961, 0.49788)
H (14.09730, -7.83336, -0.20716)
C (14.75918, -8.54366, 1.75905)
C (13.36646, -8.17156, 2.41445)
O (12.26343, -8.20492, 1.50777)
C (11.91054, -9.56455, 1.15203)
H (18.73618, -9.60726, 2.99822)
H (18.87112, -8.06173, 2.23077)
H (19.57379, -9.49162, 1.43398)
H (18.15187, -9.07675, -0.58392)
H (17.79678, -7.64518, 0.17034)
H (15.61590, -9.64171, -0.77463)
H (15.86953, -8.07604, -1.54194)
H (15.61580, -8.26533, 2.37292)
H (14.78114, -9.62909, 1.66176)
H (13.46179, -7.09451, 2.55224)
H (13.25340, -8.63823, 3.39299)
H (11.12177, -9.63584, 0.40314)
H (11.50763, -10.14033, 1.98526)
H (12.82002, -10.10972, 0.89957)
C (17.93477, -6.60765, 8.91894)
O (17.15809, -6.58182, 10.14715)
C (16.36148, -5.34026, 10.22224)
C (16.00418, -5.02624, 11.68441)
N (17.29324, -4.92890, 12.52174)
H (17.04290, -4.77772, 13.48848)
H (17.87502, -5.75096, 12.59812)
C (18.10697, -3.60518, 12.31790)
C (19.25526, -3.48680, 13.26655)
O (20.15207, -4.59484, 13.08711)
C (21.38514, -4.55273, 13.70582)
H (18.11641, -7.61608, 8.54723)
H (18.91568, -6.20210, 9.16682)
H (17.42194, -6.07326, 8.11922)
H (15.44075, -5.53958, 9.67395)
H (16.77060, -4.43887, 9.76593)
H (15.30389, -5.66331, 12.22463)
H (15.44946, -4.09491, 11.79845)
H (17.41389, -2.79202, 12.53353)
H (18.49851, -3.67513, 11.30306)
H (18.83453, -3.48662, 14.27208)
H (19.72202, -2.53031, 13.03128)
H (21.88874, -5.51934, 13.71847)
H (21.34225, -4.36388, 14.77847)
H (22.09281, -3.83550, 13.29001)
C (10.85391, -3.65535, 8.68832)
O (10.56235, -3.05918, 7.39329)
C (11.67830, -2.69928, 6.63708)
C (11.66821, -3.32388, 5.23972)
N (11.27929, -4.85791, 5.20817)
H (11.99909, -5.25472, 5.79514)
H (10.39263, -5.02606, 5.66167)
C (11.34333, -5.49842, 3.77125)
C (10.35878, -4.83450, 2.71293)
O (9.15120, -4.47712, 3.41109)
C (8.25293, -3.72841, 2.62265)
H (11.46830, -3.06685, 9.36972)
H (11.17329, -4.69547, 8.62303)
H (9.88378, -3.74808, 9.17654)
H (12.66117, -2.88220, 7.07138)
H (11.65408, -1.60955, 6.63607)
H (12.62488, -3.18660, 4.73571)
H (10.97683, -2.74265, 4.62959)
H (11.16475, -6.56232, 3.92722)
H (12.41044, -5.40480, 3.56972)
H (10.22099, -5.44651, 1.82155)
H (10.82159, -3.90647, 2.37726)
H (8.10277, -4.16661, 1.63598)
H (8.48680, -2.67422, 2.47405)
H (7.26805, -3.73412, 3.08963)
C (12.60396, -6.13896, 11.97151)
O (13.34491, -7.37271, 11.62233)
C (12.71332, -8.04295, 10.61198)
C (13.62949, -9.15389, 10.18864)
N (14.99895, -8.73188, 9.77180)
H (14.89834, -7.93953, 9.15360)
H (15.32192, -8.22333, 10.58246)
C (16.06698, -9.73617, 9.25338)
C (15.55993, -11.01728, 8.48325)
O (14.63644, -10.70625, 7.42938)
C (15.35793, -10.24179, 6.30630)
H (12.62931, -5.49227, 11.09445)
H (13.12949, -5.62988, 12.77944)
H (11.58467, -6.39148, 12.26371)
H (12.51764, -7.36556, 9.78074)
H (11.76433, -8.49044, 10.90737)
H (13.22328, -9.59326, 9.27758)
H (13.79842, -9.97371, 10.88682)
H (16.70337, -9.89570, 10.12382)
H (16.54366, -9.06935, 8.53488)
H (15.10926, -11.76529, 9.13554)
H (16.42332, -11.55145, 8.08660)
H (15.77737, -9.25804, 6.51702)
H (14.71768, -10.05974, 5.44315)
H (16.25153, -10.84033, 6.12924)
C (12.85729, -4.71959, 0.16284)
F (11.81867, -3.98287, -0.33905)
F (12.96524, -4.43872, 1.44301)
F (12.67210, -6.00954, 0.01611)
S (14.52932, -4.04338, -0.60726)
O (14.59076, -4.41445, -2.02967)
O (14.49568, -2.60581, -0.31825)
N (15.67841, -5.11976, 0.27793)
S (16.31346, -4.03492, 1.22670)
O (17.13284, -3.07052, 0.52844)
O (15.41520, -3.55611, 2.25975)
C (17.66290, -5.14684, 2.11705)
F (18.66601, -5.41813, 1.27952)
F (18.17693, -4.42393, 3.13433)
F (16.98610, -6.20404, 2.63750)
C (19.40384, -3.34121, 5.99109)
F (19.35645, -4.62447, 5.96979)
F (20.15157, -2.81873, 5.03495)
F (18.17760, -2.86906, 5.78661)
S (19.94349, -2.74728, 7.77354)
O (20.22564, -1.29636, 7.58333)
O (18.84581, -3.06843, 8.73870)
N (21.47853, -3.51928, 8.00913)
S (21.44499, -3.67892, 9.50582)
O (21.42861, -2.41747, 10.21360)
O (20.60945, -4.78259, 9.98283)
C (23.20594, -4.42214, 9.67667)
F (23.22860, -5.66641, 9.07185)
F (24.05176, -3.50336, 9.23182)
F (23.42486, -4.58625, 10.92111)
C (15.33790, -4.81347, 6.04406)
F (15.63717, -4.10151, 7.12022)
F (14.72453, -4.05319, 5.12499)
F (16.52682, -5.21850, 5.42070)
S (14.27631, -6.37566, 6.58015)
O (14.11454, -7.07732, 5.32279)
O (15.15152, -7.04305, 7.57351)
O (13.07800, -5.79451, 7.17272)

Results
- gap between HOMO and LUMO (spin up / spin down) (eV) = 8.0 / 3.4
- E_LUMO (spin up / spin down) (eV) = -4.48 / -9.07
- HOMO level (spin up / spin down) (eV) = -12.51 / -12.51
- multiplicity = 2
- charge = +2

Results of the Mulliken charge analysis, in e, for atoms 1 through 99:
1 C -0.58
2 O -0.30
3 C -0.41
4 C -0.66
5 N 0.67
6 H -0.38
7 H 0.50
8 C -0.78
9 C -0.19
10 O -0.19
11 C -0.81
12 H 0.23
13 H 0.14
14 H 0.32
15 H 0.50
16 H 0.20
17 H 0.41
18 H 0.47
19 H 0.32
20 H 0.52
21 H -0.40
22 H 0.73
23 H 0.30
24 H 0.31
25 H 0.29
26 C -0.41
27 O -0.46
28 C 0.56
29 C -1.42
30 N -0.16
31 H 0.46
32 H 0.45
33 C -0.22
34 C -0.67
35 O -0.27
36 C -0.89
37 H 0.31
38 H 0.25
39 H 0.02
40 H 0.05
41 H 0.41
42 H 0.50
43 H 0.32
44 H 0.41
45 H 0.01
46 H 0.50
47 H 0.39
48 H 0.29
49 H 0.37
50 H 0.32
51 C -0.71
52 O -0.44
53 C -0.55
54 C -0.42
55 N 0.94
56 H -0.54
57 H 0.55
58 C 0.26
59 C -1.14
60 O -0.38
61 C -0.85
62 H 0.32
63 H 0.17
64 H 0.45
65 H 0.09
66 H 0.50
67 H 0.29
68 H 0.53
69 H 0.44
70 H -0.25
71 H 0.79
72 H 0.45
73 H 0.34
74 H 0.32
75 H 0.30
76 C -0.82
77 O -0.35
78 C -0.20
79 C -0.81
80 N 0.78
81 H -0.36
82 H 0.47
83 C -0.16
84 C -0.85
85 O -0.36
86 C -0.14
87 H 0.36
88 H 0.26
89 H 0.36
90 H 0.03
91 H 0.51
92 H 0.42
93 H 0.56
94 H 0.39
95 H -0.06
96 H 0.43
97 H 0.46
98 H -0.01
99 H -0.04

***

Quick rundown of molecular weight, same order as above: 517.840; 1246.159 g mol⁻¹
Quick rundown of max |F|, same order as above: 9.6; 8.4 eV/A